# 1
Entry from the Open Molecules 2025 dataset: 2 unconnected molecules or ions with the total composition C4H11NO2 at a distorted geometry (wB97M-V/def2-TZVPD).

Computed properties:
SMILES: CCN(C)C=O.O
HOMO energy: -9.2 eV

XYZ file:
```
18
C4H11NO2 wB97M-V/def2-TZVPD
C -0.437 1.085 0.987
N 0.323 0.711 -0.113
C 0.065 1.558 -1.269
C -0.669 0.710 -2.363
C 0.996 -0.519 -0.141
O -0.641 0.312 1.900
H -0.674 2.161 1.055
H -0.609 2.378 -1.027
H 0.956 2.149 -1.552
H -0.890 1.460 -3.115
H -1.552 0.254 -1.936
H -0.030 -0.115 -2.712
H 1.411 -0.674 0.895
H 1.838 -0.525 -0.818
H 0.339 -1.360 -0.355
H 0.330 -2.671 2.083
H -0.515 -2.843 0.843
O 0.345 -3.085 1.214
```

---

# 2
Entry from the Open Molecules 2025 dataset: 3 unconnected molecules or ions with the total composition C4H11NO2 at a distorted geometry (wB97M-V/def2-TZVPD).

Computed properties:
SMILES: C=N/C=C/C.O.O
HOMO energy: -8.3 eV

XYZ file:
```
18
C4H11NO2 wB97M-V/def2-TZVPD
C -2.519 0.390 -1.691
C -1.615 0.489 -0.564
C -0.319 0.435 -0.558
N 0.538 1.309 0.201
C 1.772 0.829 0.363
H -3.427 1.085 -1.680
H -3.080 -0.507 -2.003
H -2.019 0.844 -2.532
H -2.011 0.993 0.394
H 0.026 -0.650 -0.564
H 2.115 -0.101 0.013
H 2.457 1.457 0.974
H 0.917 -2.191 5.303
H 0.839 -2.100 7.085
O 0.539 -2.418 6.191
H 1.067 0.219 -3.462
H 2.728 0.074 -4.039
O 1.991 -0.157 -3.431
```

---

# 3
Entry from the Open Molecules 2025 dataset: a molecular structure, C4H11NO2 (wB97M-V/def2-TZVPD).

Computed properties:
HOMO energy (spin up / spin down): -8.8 / -7.8 eV

XYZ file:
```
18
C4H11NO2 wB97M-V/def2-TZVPD
C 0.482 0.306 -0.028
C 0.732 -0.613 1.143
C 0.666 1.784 0.200
C -2.034 -1.100 -0.425
N -1.268 0.127 -0.435
O 0.310 -0.165 -1.253
O 2.331 0.046 -0.967
H 2.550 -0.894 -1.016
H -1.623 0.848 -1.052
H -0.038 -0.474 1.906
H 0.066 2.113 1.050
H 0.741 -1.650 0.814
H 1.702 -0.375 1.572
H 1.718 1.970 0.400
H 0.384 2.337 -0.695
H -1.520 -1.846 0.179
H -3.010 -0.909 0.035
H -2.188 -1.506 -1.428
```